ORCA calculation (ωB97M-V with the def2-TZVPD basis set) on CH6FN2OP in the gas phase.

```
12
Properties=species:S:1:pos:R:3:nbo_charge:R:1
H -1.43 1.69 -1.77 0.4048
H 0.46 0.50 1.28 0.1759
H 0.92 -1.04 1.96 0.1755
C 0.77 -0.52 0.98 0.0791
H 2.06 -0.16 -0.51 0.4841
N -0.33 -1.11 0.29 -0.9831
H -0.60 -2.01 0.53 0.4061
N -1.09 1.25 -0.83 -1.1809
O 1.96 -0.80 0.26 -0.7168
P -1.25 -0.48 -0.91 1.4033
F 0.00 -0.59 -2.07 -0.6211
H -1.58 1.64 -0.10 0.3731
```

Summary:
Energy = -18169.0890 eV
Kohn-Sham gap = 0.36517 Eh
HOMO = -0.3350 Eh
Energy above the lowest of the compared OMol25 structures with the same formula, charge and spin = 153.4 kJ/mol

=====

ORCA calculation (ωB97M-V with the def2-TZVPD basis set) on C10H15B2CaF4N4O5S2Se4 as an isolated structure.

```
47
Properties=species:S:1:pos:R:3:nbo_charge:R:1
B 1.10 -0.73 -1.94 1.2574
C -0.39 3.24 -0.83 0.1902
O -2.41 1.19 2.47 -0.5855
H -4.00 -0.60 2.25 0.2568
N -1.05 2.56 0.03 -0.1959
N -1.59 0.23 1.93 -0.2502
H -3.56 -2.28 1.85 0.2182
Se 2.08 3.21 2.55 -0.6906
H 1.12 1.78 -3.60 0.2631
O 3.09 -3.33 0.20 -0.4891
Se 2.81 1.66 4.13 -0.0715
F -3.81 2.98 2.16 -0.5309
O 0.75 -1.58 -0.73 -0.5888
H -4.02 -1.15 0.57 0.2451
C -1.46 -3.01 0.14 -0.6894
O 1.86 0.53 -1.72 -0.5909
H -2.50 -3.08 -0.17 0.2242
C -2.08 -0.82 1.40 0.2652
F -3.51 1.49 0.40 -0.5551
H -0.82 -3.32 -0.68 0.2554
C 0.60 2.61 -3.13 -0.6857
H 3.34 -5.24 -0.59 0.1945
Se 3.12 -0.60 1.36 0.0433
H 0.33 5.23 -0.59 0.2377
N -0.11 -0.97 0.13 -0.1956
C 3.09 -4.23 -0.92 -0.2587
N 1.17 1.49 -1.01 -0.2276
C -3.50 -1.24 1.53 -0.6882
F -0.10 -0.43 -2.60 -0.5557
S 2.25 -2.34 2.44 0.1153
O -1.91 3.17 0.87 -0.5544
H 3.83 -3.83 -1.60 0.2073
Se 4.43 0.44 2.99 -0.0289
C -1.13 -1.61 0.55 0.2067
C -0.52 4.71 -1.05 -0.6850
H 2.11 -4.20 -1.38 0.2127
H 1.13 3.54 -3.35 0.2217
H -1.31 -3.69 0.98 0.2395
S 1.60 -5.04 1.57 -0.1626
Ca 0.44 1.15 1.22 1.6878
C 0.54 2.40 -1.65 0.2531
H -1.44 5.07 -0.58 0.2529
F 1.94 -1.55 -2.68 -0.5392
B -2.93 2.19 1.46 1.2611
H -0.40 2.69 -3.55 0.2305
C 2.36 -3.62 1.25 0.0603
H -0.53 4.95 -2.11 0.2196
```

Summary:
Energy = -340540.5891 eV
Kohn-Sham gap = 0.26372 Eh
HOMO = -0.1843 Eh
Energy above the lowest of the compared OMol25 structures with the same formula, charge and spin = 0.0 kJ/mol
Net charge = -1

=====

ORCA calculation (ωB97M-V with the def2-TZVPD basis set) on C4H10O2 as an isolated structure.

```
16
Properties=species:S:1:pos:R:3:nbo_charge:R:1
O 2.75 -0.08 0.46 -0.7187
H 2.88 -0.87 1.00 0.4691
H -1.19 -2.06 -0.33 0.2082
O 0.47 -0.39 0.94 -0.6617
C 1.61 -0.24 -0.34 0.1852
H 1.64 0.62 -1.00 0.1964
C -0.42 -0.03 -0.32 -0.0082
C -0.88 1.38 -0.09 -0.6839
H -1.50 1.49 0.82 0.1740
H -2.20 -0.91 0.58 0.1751
H 1.56 -1.21 -0.82 0.1885
H -1.50 1.70 -0.94 0.2310
C -1.55 -1.02 -0.30 -0.6587
H 0.53 0.38 1.54 0.4886
H -2.16 -0.86 -1.19 0.2183
H -0.05 2.09 -0.02 0.1970
```

Summary:
Energy = -8400.0640 eV
Kohn-Sham gap = 0.27614 Eh
HOMO = -0.2509 Eh
Energy above the lowest of the compared OMol25 structures with the same formula, charge and spin = 529.0 kJ/mol

=====

ORCA calculation (ωB97M-V with the def2-TZVPD basis set) on a 2-piece molecular cluster, C6H12N2 overall.

```
20
Properties=species:S:1:pos:R:3:nbo_charge:R:1
N 1.65 -0.15 0.60 -0.4635
C -2.81 -1.07 0.12 -0.6453
C 1.40 0.11 -0.72 0.1132
H -0.14 -1.08 -0.63 0.2492
C 2.01 1.37 -1.03 -0.1241
H -1.31 0.52 0.79 0.2070
H -3.85 -0.87 0.17 0.2066
H 0.75 -1.65 -1.77 0.2327
N 2.70 1.77 0.04 -0.4817
C 2.45 0.95 1.15 0.0723
H -2.47 0.09 2.13 0.2131
C 0.48 -0.69 -1.46 -0.6723
H -2.41 -0.92 -0.83 0.2187
C -1.99 -0.34 1.22 -0.6291
H -1.29 -1.18 1.47 0.2132
H 2.82 0.77 2.16 0.2329
H -3.11 -2.02 0.57 0.2147
H 3.06 2.64 0.22 0.4068
H 2.06 1.80 -2.00 0.2130
H 0.02 -0.05 -2.18 0.2225
```

Summary:
Energy = -9394.2539 eV
Kohn-Sham gap = 0.33633 Eh
HOMO = -0.3019 Eh
Energy above the lowest of the compared OMol25 structures with the same formula, charge and spin = 250.5 kJ/mol

=====

ORCA calculation (ωB97M-V with the def2-TZVPD basis set) on a 7-piece molecular cluster, C26H62N2O10S3 overall.

```
103
Properties=species:S:1:pos:R:3:mulliken_charge:R:1
C -12.74 31.41 -2.90 -1.0170
H -9.74 34.71 -5.46 0.2169
H -14.21 29.91 -8.90 0.4000
C -6.79 33.43 -4.19 -1.2765
H -14.54 36.62 0.21 0.2781
C -15.20 37.34 -2.26 -0.7748
H -13.14 37.76 -3.93 0.3108
H -11.93 32.03 -2.51 0.3846
C -14.98 27.55 -2.77 -0.8313
C -18.62 34.30 -3.75 -0.1654
H -17.41 27.62 -1.67 0.3141
H -16.14 36.02 0.78 0.3876
C -17.37 28.32 -2.51 -1.6657
H -12.43 28.12 -8.76 0.5085
H -6.21 34.03 -4.89 0.3833
C -14.10 26.05 -1.18 -0.7190
H -14.38 25.66 -0.20 0.2551
H -13.42 34.15 -3.87 -0.0572
H -17.96 32.93 -6.90 0.3987
N -15.96 35.14 -1.72 -0.3334
H -17.57 34.58 -3.70 -0.1188
C -18.71 33.39 -6.27 -0.7973
H -14.73 33.44 -4.76 0.1428
C -8.24 33.90 -4.08 0.4397
H -10.63 29.84 -7.00 -0.3374
H -8.30 34.88 -3.61 0.3186
H -10.15 28.75 -2.53 0.1340
H -17.79 27.77 -3.35 0.3721
O -17.19 32.22 -4.42 -0.5293
H -15.60 37.12 -3.27 0.3049
H -11.96 37.36 -2.63 0.2575
H -15.88 37.74 0.50 0.4090
H -17.71 35.32 -6.24 0.2550
H -19.67 33.03 -6.64 0.3908
O -9.81 29.69 -10.28 -0.6970
C -12.96 37.74 -2.85 -0.8895
H -13.01 26.20 -1.18 0.2238
C -13.16 30.13 -8.69 0.0957
H -9.19 29.05 -4.90 -0.5738
O -14.81 27.24 -1.40 -0.3427
H -8.16 34.47 -6.18 0.4608
H -14.97 29.10 -4.63 0.2185
O -10.82 30.84 -4.68 -0.4354
C -9.11 28.89 -2.81 -1.2205
H -17.97 29.21 -2.32 0.3588
H -19.15 36.26 -4.46 0.3761
H -6.74 32.39 -4.53 0.2902
H -12.82 28.61 -7.12 -0.0072
H -14.28 32.80 -2.20 0.5222
C -16.06 36.53 -1.31 0.2142
O -10.36 31.76 -8.97 -0.6165
C -18.72 34.90 -6.13 -0.5777
C -12.43 28.96 -8.07 -0.6417
O -13.19 30.02 -5.05 -0.3766
H -19.12 34.13 -2.80 0.4680
H -13.06 32.43 -6.27 0.0953
H -11.85 33.23 -5.28 -0.0589
H -14.34 25.29 -1.93 0.3321
C -12.74 32.61 -5.24 0.0169
C -10.95 29.36 -7.92 0.0700
H -9.04 32.14 -3.78 0.1534
H -6.30 33.55 -3.22 0.3323
S -18.53 32.73 -4.61 0.9802
C -8.88 34.04 -5.47 -1.0553
H -13.09 31.02 -8.06 -0.2538
S -10.65 30.41 -9.37 1.1106
O -19.65 31.90 -4.30 -0.7480
H -16.22 30.10 -4.34 -0.0122
O -13.88 36.90 -2.19 -0.2969
C -8.84 28.31 -4.18 1.6321
H -8.80 29.94 -2.80 0.3649
H -12.46 29.50 -10.59 0.3738
H -16.56 34.51 -1.20 0.2476
H -12.96 30.49 -2.37 0.5487
H -15.59 29.52 -2.26 0.0158
H -15.01 34.82 -1.64 0.0662
O -8.98 32.98 -3.31 -0.4976
H -10.54 27.08 -4.51 0.2459
H -6.95 28.13 -3.62 0.3259
H -12.48 31.24 -10.62 0.4581
C -9.45 26.95 -4.43 -1.4454
H -14.86 31.60 -3.26 -0.5465
H -14.01 27.87 -3.19 0.1957
C -15.95 28.70 -2.91 1.5385
H -20.38 35.02 -4.76 0.3500
H -9.04 26.49 -5.33 0.3513
N -15.94 29.12 -4.33 -0.6715
H -17.09 36.87 -1.42 0.4268
C -19.31 35.22 -4.75 -0.7799
H -9.13 33.06 -5.88 0.1429
C -15.62 36.74 0.15 -1.4710
H -8.50 28.49 -1.98 0.5035
H -12.97 38.74 -2.41 0.3700
S -12.25 31.01 -4.58 0.7883
H -9.25 26.28 -3.59 0.3539
H -15.35 38.42 -2.13 0.5181
O -7.42 28.32 -4.44 -0.5894
C -13.99 32.25 -3.10 0.1758
H -19.35 35.38 -6.88 0.3595
C -12.35 30.39 -9.96 -0.8820
H -10.33 28.49 -8.10 0.4356
H -15.32 26.70 -3.38 0.4450
C -13.77 33.20 -4.30 -0.1055
```

Summary:
Energy = -83926.3430 eV
Kohn-Sham gap = 0.33592 Eh
HOMO = -0.3265 Eh

=====

ORCA calculation (ωB97M-V with the def2-TZVPD basis set) on C21H18BrFeN3O2 as an isolated structure.

```
46
Properties=species:S:1:pos:R:3:mulliken_spin:R:1
Fe -0.15 -0.34 0.31 3.7821
H -0.78 -2.87 -4.55 -0.0008
H -1.96 3.36 0.73 0.0042
H -1.36 3.10 -1.45 0.0024
H -0.84 -6.25 -1.94 -0.0006
H -0.19 0.02 4.78 -0.0003
H -1.03 1.80 6.26 -0.0005
H 4.59 0.46 2.23 0.0001
H -2.41 1.68 -1.54 -0.0009
H -0.89 -5.32 -4.25 0.0009
O -0.21 0.09 2.22 0.0604
H -0.70 1.44 -3.29 0.0001
C 4.78 -0.01 0.14 -0.0062
C -0.75 -3.30 -3.56 -0.0040
H -0.73 -0.72 -3.78 0.0041
H 2.10 0.28 2.16 -0.0037
C -0.69 1.04 2.96 0.0012
C -1.29 2.21 2.42 0.0050
H -2.05 3.86 5.30 0.0005
N -1.07 1.64 0.06 0.0416
H -0.69 -4.75 0.01 0.0004
C -0.82 -4.66 -3.39 0.0103
C -1.77 3.21 3.29 -0.0051
C -0.66 -2.42 -2.46 0.0022
H 2.13 -0.64 -1.84 0.0023
C -1.45 2.43 1.00 -0.0211
C -0.60 -1.01 -2.73 -0.0241
H 4.61 -0.51 -1.95 0.0003
C 2.71 -0.39 -0.96 -0.0031
Br 6.66 0.10 0.12 -0.0004
C -1.68 3.08 4.65 0.0071
N -0.42 -0.10 -1.85 0.0334
C 4.09 -0.32 -1.03 0.0071
C -0.79 -5.18 -2.09 -0.0058
C -0.64 -2.94 -1.13 0.0040
H -2.22 4.09 2.85 -0.0006
O -0.58 -2.20 -0.07 0.0582
C -0.63 0.93 4.37 0.0135
C 4.08 0.22 1.31 0.0057
C -1.40 2.01 -1.31 0.0008
C -0.71 -4.35 -0.99 0.0170
N 2.02 -0.17 0.15 0.0215
C -1.10 1.92 5.18 -0.0043
H 0.58 1.71 -2.08 0.0003
C 2.70 0.12 1.27 -0.0062
C -0.43 1.30 -2.24 0.0007
```

Summary:
Energy = -135066.0307 eV
Kohn-Sham gap (spin up / spin down) = 0.28318 / 0.28040 Eh
HOMO (spin up / spin down) = -0.2775 / -0.2753 Eh
Expectation value of S² = 6.02
Multiplicity = 5

=====

ORCA calculation (ωB97M-V with the def2-TZVPD basis set) on C48H45N4S4Sc as an isolated structure.

```
102
Properties=species:S:1:pos:R:3:mulliken_charge:R:1
H -1.13 1.51 -3.73 0.7454
C 1.47 -4.41 -2.41 -0.0915
H -3.15 -0.60 -8.28 0.4231
C -1.92 3.74 1.66 1.0826
C -1.60 5.20 1.76 -1.8218
H 0.14 3.22 7.93 0.4848
C -0.86 -0.27 -1.95 0.7319
H 1.05 -0.52 -7.46 0.4299
C 1.72 -6.53 -3.52 -0.5623
H -2.43 -0.53 2.68 0.2322
C -3.35 0.77 0.03 -1.5569
C 3.00 -0.95 2.83 1.1071
H 5.40 -2.35 -3.68 0.4452
C -1.54 0.25 -5.42 -0.4104
C 0.03 -0.38 -7.13 -0.7876
C -2.84 0.40 3.08 -1.6815
C -2.45 1.61 2.28 -0.0067
S 0.00 1.13 -1.57 -0.4381
H -4.37 1.14 0.07 0.3966
Sc -0.22 1.26 1.07 -0.2754
C 0.52 2.95 3.83 -0.4566
C -0.53 -3.96 -0.95 -0.9025
C 1.57 0.95 3.42 -0.2061
S 0.66 5.69 5.38 -0.0418
C 2.20 -5.25 -3.24 -0.7189
S -0.60 -1.35 0.64 -0.3060
C -0.21 -6.11 -2.16 -0.3857
C -2.33 -0.42 -7.59 -0.6940
C 1.92 0.80 4.76 1.1577
C -0.78 -1.51 -1.02 -0.0348
H 0.00 -3.73 -0.03 0.4855
H -2.76 4.51 -0.91 0.5846
C 4.40 -1.59 -1.85 -0.3318
C 5.33 -3.70 -2.01 -0.5763
N 1.94 0.38 1.12 -0.1345
H -0.05 3.77 3.43 0.2508
C -1.80 0.70 -4.02 -0.8013
C 1.56 1.83 5.64 -0.7712
C -1.02 -0.62 -8.01 -0.4469
H 1.86 -3.42 -2.18 0.5390
H -0.33 -2.74 -3.69 0.3548
C -2.59 0.01 -6.30 -0.0348
H 5.85 -4.57 -2.37 0.5192
H -2.69 2.89 -1.58 0.1508
C 0.24 6.38 6.88 -0.4832
H -0.23 5.66 8.85 0.4395
H 3.87 -2.00 4.53 0.4832
H 0.16 -7.95 -3.19 0.4131
H 0.59 0.27 -5.17 0.4646
C -2.20 -1.70 -3.34 -0.9284
C 3.67 -1.67 1.82 -0.7509
C -2.42 1.65 0.84 2.5360
H -3.37 -0.26 0.40 0.4472
C -2.20 2.89 2.77 0.6044
C 0.26 4.11 7.34 -0.6928
H -1.49 -4.40 -0.70 0.3495
C -2.31 3.33 4.20 -1.3584
H -1.50 5.66 0.78 0.4653
H -2.03 2.55 4.91 0.4587
H -3.35 3.59 4.42 0.4305
S 4.72 -3.67 -0.41 -0.0795
H -2.39 5.74 2.30 0.3455
C 2.16 0.08 2.43 -0.3270
N -0.81 -2.67 -1.63 0.3570
H -1.22 3.81 -1.35 0.3847
H -3.61 0.18 -5.98 0.4543
C -0.23 0.06 -5.85 -0.3460
H -1.66 -3.77 -3.17 0.6043
N 0.80 1.98 2.98 0.2147
C -1.21 -2.78 -3.04 -0.6935
C 0.26 -4.84 -1.87 0.4611
C 0.52 -6.96 -2.98 -0.7319
H -3.07 0.73 -1.03 -0.0310
H 0.15 7.44 6.97 0.4769
C -2.13 3.01 0.48 -0.1635
C 4.13 -2.08 -0.60 0.2472
H 3.13 -4.91 -3.66 0.4632
C 5.08 -2.54 -2.67 -0.6404
H -1.15 -6.45 -1.75 0.4139
C -2.19 3.58 -0.90 -2.0523
H -0.82 -0.96 -9.01 0.4110
H -0.67 5.40 2.30 0.2771
H 2.29 -7.18 -4.16 0.4256
C 3.48 -1.36 0.50 0.5878
H 4.35 -2.46 2.11 0.5516
H -2.46 -1.71 -4.40 0.4776
H -1.72 4.21 4.42 0.3128
C 2.57 -0.33 0.20 -0.8295
H -3.11 -1.78 -2.75 0.2625
C 0.61 4.11 6.02 0.1560
C 0.92 2.95 5.17 0.3939
C 0.05 5.43 7.84 -0.5490
H 2.32 -0.11 -0.83 0.3823
H 1.86 1.77 6.68 0.6267
C 3.24 -1.17 4.24 -1.2264
H 2.95 -0.47 6.21 0.4736
H 4.16 -0.59 -2.17 0.5728
H -2.83 1.03 -3.86 0.3391
N -1.55 -0.41 -3.05 0.7792
H -2.51 0.48 4.12 0.3946
C 2.73 -0.33 5.16 -1.0404
H -3.92 0.26 3.10 0.3390
```

Summary:
Energy = -120499.8538 eV
Kohn-Sham gap = 0.24072 Eh
HOMO = -0.4622 Eh
Energy above the lowest of the compared OMol25 structures with the same formula, charge and spin = 196.1 kJ/mol
Net charge = +2

=====

Q: Look up the energy of the fifth one.
A: -83926.3430 eV